Below is a cluster of 12 separate species, C47H104BN18O19 in total in a non-equilibrium geometry, with properties calculated with ωB97M-V with the def2-TZVPD basis set.

Values from the calculation:
2S+1: 1
Charge: -1
HOMO-LUMO gap, eV: 8.26
HOMO level, hartree: -0.2371

The geometry in XYZ format:
```
189
Properties=species:S:1:pos:R:3:forces:R:3
O 1.694 4.730 -1.367 -1.75 -1.48 1.21
C 0.912 4.012 -0.741 0.98 0.61 -1.41
O -0.021 3.194 -1.233 0.66 -0.12 -0.42
B -0.258 2.051 -0.278 1.00 0.78 0.21
O 0.308 2.632 0.960 -1.04 -1.46 -0.20
C 0.957 3.741 0.746 1.15 0.07 2.05
O 1.544 4.280 1.658 0.10 0.12 -1.26
O 0.473 0.786 -0.659 -0.12 -0.20 -0.10
C -0.407 -0.214 -0.877 0.35 1.55 0.16
O -0.170 -1.324 -1.242 -0.03 -0.04 0.08
C -1.793 0.420 -0.607 -0.64 -1.17 -0.51
O -1.635 1.650 -0.167 -0.48 0.20 -0.10
O -2.824 -0.161 -0.826 0.27 0.38 0.32
C -4.390 -1.628 2.292 0.62 -0.93 -1.85
C -4.656 -3.161 2.075 -0.94 0.20 1.21
C -3.595 -3.654 1.101 -0.41 2.10 -0.42
C -3.254 -5.089 1.168 0.27 -0.86 0.70
C -2.858 -5.399 2.598 -1.42 -0.77 0.04
C -4.099 -5.175 3.492 0.21 -0.43 0.07
N -4.433 -3.787 3.402 0.10 1.38 -0.23
O -5.542 -3.493 4.300 0.81 1.17 -0.36
C -5.262 -6.163 3.185 0.97 0.31 1.05
C -3.691 -5.372 4.912 -1.32 -1.35 1.25
C -6.069 -3.461 1.564 0.71 -0.37 -1.15
H -4.931 -1.131 3.059 -1.01 0.28 0.52
H -4.473 -1.086 1.316 -0.14 -0.30 0.81
H -3.348 -1.569 2.586 0.30 0.15 0.11
H -3.933 -3.348 0.108 0.02 -0.10 -0.13
H -2.768 -2.956 1.323 0.42 -0.96 -0.32
H -2.508 -5.334 0.460 1.31 -0.01 -0.67
H -4.036 -5.787 0.865 -0.46 0.43 0.06
H -2.023 -4.830 2.968 0.06 0.56 -0.02
H -2.614 -6.441 2.760 0.27 -0.48 -0.22
H -5.146 -7.042 3.807 0.03 -0.20 0.36
H -6.181 -5.677 3.494 -0.35 -0.12 -0.52
H -5.185 -6.551 2.199 -0.67 0.10 -1.00
H -2.935 -4.706 5.227 1.35 0.45 0.09
H -4.522 -5.121 5.576 -0.16 -0.14 -0.12
H -3.509 -6.441 5.092 0.58 0.35 0.09
H -6.195 -2.807 0.688 -0.56 -0.05 0.39
H -6.787 -3.338 2.356 -0.44 0.37 -0.01
H -6.162 -4.499 1.176 0.20 0.53 0.32
H -5.263 -2.600 4.621 -0.47 -1.17 -0.17
C 2.696 -3.026 3.189 -1.52 -1.89 -0.40
C 1.087 -3.276 3.310 0.79 1.28 0.42
C 0.773 -4.738 3.554 0.33 -0.13 0.68
C 1.184 -5.212 4.938 -0.37 -0.11 0.25
C 0.338 -4.437 5.930 0.87 -0.88 0.54
C 0.477 -2.948 5.800 0.07 0.66 1.34
N 0.287 -2.553 4.380 0.67 -0.57 0.43
O 0.427 -1.152 4.305 0.36 -0.07 -0.29
C -0.697 -2.429 6.662 0.82 -0.34 0.41
C 1.842 -2.419 6.454 -2.10 0.07 -2.12
C 0.506 -2.810 1.980 0.08 -0.68 -0.05
H 3.276 -3.510 3.960 0.05 -0.21 0.33
H 3.026 -2.031 3.129 -0.07 1.65 0.17
H 3.035 -3.467 2.225 -0.42 0.04 0.51
H -0.296 -4.939 3.395 0.55 0.06 -0.07
H 1.387 -5.349 2.946 0.28 -0.50 -1.57
H 2.271 -5.141 5.061 -0.13 0.42 0.20
H 0.998 -6.285 5.011 -0.23 -0.07 0.07
H 0.555 -4.673 6.993 -0.11 -0.13 -0.57
H -0.702 -4.695 5.735 -0.12 -0.11 0.05
H -0.579 -1.385 6.853 -0.17 0.78 0.19
H -1.637 -2.649 6.211 -0.80 0.05 -0.69
H -0.740 -2.950 7.639 0.40 0.27 -0.41
H 2.555 -2.754 5.742 1.27 -0.25 -0.13
H 1.843 -1.327 6.407 0.15 -0.16 0.47
H 2.014 -2.815 7.428 0.04 -0.20 0.70
H 0.830 -1.765 1.784 -0.64 -0.67 -0.09
H -0.585 -3.000 1.998 0.44 0.71 -0.10
H 0.907 -3.493 1.213 -0.03 0.51 -0.02
H 1.347 -0.915 4.561 -0.13 0.35 -0.13
C 1.255 3.208 -7.221 0.48 -1.33 0.73
C 1.911 3.962 -6.074 -1.11 0.53 0.07
C 1.119 3.716 -4.808 -0.61 -2.35 0.76
C 1.329 2.317 -4.147 1.90 1.23 -1.25
C 2.851 2.169 -3.936 -0.13 -0.30 0.05
C 3.598 2.241 -5.276 1.00 0.53 -0.63
N 3.300 3.600 -5.801 0.97 0.60 0.80
O 4.163 3.869 -6.898 -0.90 0.24 -0.20
C 5.137 2.156 -5.015 0.67 -0.14 1.39
C 3.347 1.173 -6.354 0.72 -0.72 -1.77
C 1.711 5.456 -6.352 0.75 0.55 1.45
H 0.200 3.379 -7.165 -0.67 -0.08 -0.05
H 1.501 2.137 -7.190 -0.71 0.56 -0.03
H 1.576 3.564 -8.156 0.51 0.59 -1.41
H 1.264 4.436 -4.038 0.60 0.81 0.56
H 0.055 3.751 -4.981 -0.40 0.40 -0.60
H 1.097 1.510 -4.850 -0.71 0.06 0.32
H 0.748 2.346 -3.248 -0.20 -0.62 0.44
H 3.093 1.203 -3.503 0.01 -0.28 0.31
H 3.286 2.955 -3.274 -0.43 -0.42 -0.42
H 5.765 2.450 -5.863 -0.46 -0.17 -0.06
H 5.454 2.841 -4.178 -0.47 -0.60 -0.66
H 5.457 1.098 -4.723 -0.67 1.35 -0.28
H 2.389 0.684 -6.440 -0.37 -0.07 0.51
H 3.552 1.511 -7.424 -0.31 0.25 1.36
H 4.100 0.383 -6.340 -0.10 -0.20 0.66
H 0.720 5.829 -6.075 -0.05 -0.46 -0.13
H 1.913 5.752 -7.342 0.25 0.17 -1.43
H 2.401 6.037 -5.730 -0.02 -0.05 -0.02
H 3.692 3.460 -7.637 0.35 0.07 -0.42
C -2.117 -5.849 -2.915 0.78 0.02 1.80
C -1.169 -4.717 -3.397 -0.83 -0.34 -0.23
C -0.554 -4.926 -4.770 0.17 0.70 -0.61
C -1.518 -4.828 -5.941 -0.62 -0.25 0.92
C -2.238 -3.508 -5.840 -1.83 0.21 -1.43
C -3.011 -3.217 -4.561 0.64 -0.19 0.19
N -2.041 -3.527 -3.475 0.23 1.11 -0.48
O -2.660 -3.285 -2.244 0.07 0.63 0.96
C -3.172 -1.658 -4.505 0.04 -1.01 -0.99
C -4.444 -3.943 -4.546 0.64 1.83 -0.99
C -0.025 -4.512 -2.359 -1.38 -0.01 -1.05
H -1.635 -6.804 -2.737 0.50 -0.25 -0.15
H -2.917 -6.051 -3.610 -0.33 0.21 0.02
H -2.475 -5.542 -1.864 0.03 -0.37 -1.82
H 0.197 -4.140 -4.990 -0.31 -0.04 0.56
H 0.028 -5.824 -4.824 0.14 -0.85 0.25
H -2.282 -5.632 -5.938 0.62 0.07 -0.22
H -0.888 -4.831 -6.820 -0.30 -0.33 -0.59
H -3.037 -3.419 -6.627 0.91 -0.09 0.22
H -1.548 -2.702 -6.012 0.51 0.36 -0.07
H -2.181 -1.238 -4.812 -0.96 0.05 0.88
H -3.899 -1.366 -5.257 -0.09 0.05 -0.51
H -3.633 -1.302 -3.591 0.59 0.06 0.46
H -4.375 -4.991 -4.343 -0.04 -0.52 0.10
H -4.971 -3.427 -3.746 -0.41 -0.34 0.06
H -5.024 -3.786 -5.539 1.12 -0.12 1.60
H 0.697 -3.737 -2.658 -0.30 -0.36 0.06
H 0.426 -5.503 -2.231 0.12 0.38 0.33
H -0.618 -4.173 -1.526 0.59 -0.01 1.00
H -2.255 -2.451 -1.924 -0.24 -0.48 -0.10
C -0.515 7.173 -2.896 1.74 -1.16 2.60
O -1.108 7.328 -3.930 -0.26 0.42 -0.88
N -1.183 7.052 -1.659 -0.31 0.68 -1.23
N 0.911 7.029 -2.794 -0.92 -0.38 0.17
H -0.760 6.954 -0.740 0.05 -0.01 -0.44
H -2.144 7.414 -1.688 0.87 -0.47 0.09
H 1.378 6.765 -3.670 -0.52 0.35 0.59
H 1.284 6.477 -1.988 -0.79 0.84 -1.13
C 3.425 6.593 3.649 0.49 0.17 -0.07
O 3.783 7.489 4.425 -0.76 -1.20 -1.22
N 4.073 5.337 3.667 -1.32 1.02 -0.84
N 2.365 6.717 2.708 1.41 1.26 0.83
H 4.876 5.417 4.279 0.13 -0.56 -0.53
H 4.049 4.779 2.779 0.43 0.60 1.54
H 2.470 7.572 2.142 -0.32 -0.50 0.78
H 2.225 5.920 2.120 -0.12 -0.58 -0.34
C -1.360 1.649 4.621 1.22 0.37 -3.25
O -1.993 2.661 4.708 -1.90 2.88 0.65
N -0.536 1.512 3.495 0.32 -2.14 1.47
N -1.442 0.693 5.547 0.48 -0.78 0.51
H -0.626 2.112 2.700 -0.24 0.66 0.14
H -0.059 0.627 3.281 -0.45 0.60 0.46
H -1.049 -0.155 5.211 0.13 -1.24 0.23
H -2.268 0.701 6.130 0.28 0.00 -0.23
C 3.746 1.642 1.448 -1.88 -0.13 0.67
O 4.437 2.204 2.297 0.39 0.11 -0.56
N 3.685 2.007 0.114 -0.16 -1.21 -0.06
N 2.798 0.710 1.852 0.70 0.15 -1.21
H 4.420 2.600 -0.256 -0.20 -0.31 0.23
H 3.322 1.253 -0.493 0.39 1.00 0.28
H 2.120 0.234 1.263 0.48 0.57 -0.18
H 2.803 0.446 2.816 0.12 0.10 0.75
C 2.473 1.582 5.270 0.09 -1.65 -1.59
O 2.600 0.436 4.731 0.19 1.19 0.63
N 3.101 2.657 4.825 0.65 0.11 -0.25
N 1.631 1.699 6.323 -1.34 0.87 0.90
H 3.711 2.537 3.980 -0.65 0.44 0.81
H 2.930 3.537 5.304 0.40 -0.23 -0.71
H 0.990 0.925 6.273 -0.30 -0.14 0.39
H 1.105 2.583 6.468 0.85 -0.86 -0.30
C 5.162 6.572 -3.966 -1.89 0.56 0.48
O 5.746 7.287 -3.180 0.29 -0.16 0.84
N 3.893 6.019 -3.648 1.69 0.73 -0.91
N 5.590 6.510 -5.249 -0.39 -1.23 -0.92
H 3.490 5.207 -4.072 0.33 -0.44 -0.55
H 3.726 6.108 -2.685 -0.33 0.08 1.31
H 6.563 6.743 -5.318 0.12 0.00 -0.25
H 5.230 5.758 -5.833 0.23 0.23 0.03
C -1.326 5.119 2.044 -0.51 0.26 -0.56
O -0.919 5.736 1.056 0.56 0.22 0.40
N -0.899 5.234 3.325 0.11 -0.08 0.82
N -2.337 4.221 1.853 -1.48 -0.75 -1.12
H -0.057 5.799 3.576 -1.25 -0.92 -0.58
H -1.380 4.587 3.989 1.10 0.81 -0.47
H -2.830 3.727 2.587 0.44 0.18 0.11
H -2.803 4.189 0.919 1.03 0.23 1.37
```
Forces are in eV/Å.